(1)
19
Properties=species:S:1:pos:R:3:forces:R:3:nbo_charge:R:1 method="wB97M-V/def2-TZVPD" orbital_gap_ev=7.917 smiles="C[Si](C)=C[C@H]1C[C@@H]1Cl" lumo_ev=0.115 relative_energy_kj_mol=312.4 homo_energy_ev=-7.802 total_energy_ev=-26797.2162
C -1.4247 0.2701 2.9187 1.582 -1.335 -0.925 -1.054
Si -0.1864 0.3798 1.3119 -1.015 -0.415 -0.472 1.391
C -0.4560 2.1909 0.5747 1.510 0.875 0.695 -1.116
C 0.4863 -1.0152 0.3014 -1.162 3.538 1.536 -0.833
C 1.1642 -0.7228 -1.0037 -1.283 -0.947 0.626 -0.288
C 1.3231 -1.7895 -2.0516 0.420 0.274 -1.304 -0.420
C 0.3147 -0.6726 -2.2153 0.037 -0.245 -0.935 -0.199
Cl 0.3563 0.5643 -3.5091 0.623 -0.163 0.300 -0.071
H -2.2590 -0.1921 2.4528 -1.188 -0.255 -0.645 0.234
H -1.1572 -0.5111 3.6296 0.556 -0.011 0.026 0.237
H -1.8107 1.0770 3.5209 0.445 0.850 -0.374 0.246
H 0.4557 2.4746 0.0037 -0.567 -0.484 -0.227 0.245
H -1.3395 2.3768 -0.0747 0.535 -0.486 0.522 0.256
H -0.3938 3.0430 1.3499 -0.567 -1.626 -0.646 0.246
H 0.3757 -2.0364 0.5802 0.092 -0.558 0.473 0.226
H 1.9973 -0.0979 -1.0348 1.150 1.191 0.285 0.228
H 2.2430 -1.6197 -2.6366 -0.563 -0.313 0.237 0.224
H 1.0364 -2.8470 -1.9966 -0.156 0.630 0.315 0.226
H -0.7254 -0.8721 -2.1212 -0.448 -0.520 0.514 0.224


(2)
108
Properties=species:S:1:pos:R:3:forces:R:3:mulliken_charge:R:1 method="wB97M-V/def2-TZVPD" orbital_gap_ev=2.613 lumo_ev=-4.774 total_charge=+1 homo_energy_ev=-7.387 total_energy_ev=-192485.0743
C 1.1739 6.3500 3.5674 -0.341 0.715 0.348 -0.667
C 0.3248 5.3696 4.5094 -0.101 1.183 0.272 -0.288
N 0.5088 3.9107 4.2087 -0.018 0.414 -2.092 -0.061
C 0.7098 3.6750 2.7537 -0.122 -0.916 -3.695 -1.053
C -0.4823 3.8271 1.7531 2.390 -0.826 -1.321 0.122
Cl -2.1138 4.3359 2.4226 1.550 -0.574 -0.698 -0.131
C -0.4086 3.5668 0.2176 2.821 -0.332 1.497 -0.184
O -1.5387 3.7336 -0.6281 1.839 -1.188 1.955 -0.459
C -2.0923 2.4663 -1.0804 -1.089 -0.261 -1.391 -0.219
C -3.6933 2.5526 -0.8072 0.861 0.985 -0.658 -0.187
O -4.3796 1.2931 -0.9720 0.890 1.063 1.733 -0.416
C -3.9893 0.4134 0.1217 0.381 -1.523 -0.475 0.283
C -5.0923 -0.7645 0.3021 1.064 1.198 0.150 -0.859
C 0.9611 3.1158 -0.3540 0.011 0.363 2.712 0.612
C 2.2088 2.9867 0.6172 -2.445 -0.044 0.216 -0.022
C 2.1013 3.2520 2.1471 -2.951 0.741 -2.130 0.597
B 3.3596 3.0729 3.1666 0.960 -0.937 1.119 0.799
N 3.1648 2.0682 4.2804 -0.653 1.470 -1.614 -0.619
O 4.6294 3.7401 3.0758 -3.147 0.108 0.867 -0.544
C 3.5725 2.5577 -0.1357 0.075 0.807 1.313 -0.014
O 4.6192 3.2525 0.0975 -6.540 -1.107 -2.806 -0.653
C 3.4111 1.3626 -1.1488 -0.734 -1.747 -1.953 -0.159
C 2.1530 1.4579 -2.1047 1.322 -2.306 -0.090 0.094
C 1.8259 0.3224 -3.1543 3.042 -0.149 3.259 0.505
P 0.2731 0.5874 -4.1829 0.262 1.944 -0.678 0.707
S 0.5667 1.7844 -5.7277 0.002 -0.743 0.304 -0.405
C 2.7840 -0.9298 -3.2322 0.242 2.192 1.983 0.036
C 2.4097 -2.0415 -4.3149 1.499 -0.016 -0.644 -0.410
Cl 0.8227 -2.9228 -3.8621 1.118 0.560 0.053 -0.148
C 2.3667 -1.4577 -5.8476 -0.154 -0.146 -0.048 -0.355
C 1.1217 -1.9932 -6.7049 0.670 0.426 -1.182 -0.991
C 4.0272 -1.0284 -2.2609 -1.440 2.242 -0.543 0.449
C 4.9723 -2.3198 -2.2855 -0.564 -0.013 0.940 -0.850
C 4.7325 -3.0803 -0.8525 -0.216 -1.890 -1.660 0.400
C 4.2096 -4.6076 -1.1135 -0.233 1.021 0.844 -1.334
O 5.9386 -3.2071 -0.0628 -0.247 0.624 -0.290 -0.426
C 4.3681 0.1166 -1.2207 -2.502 0.248 -2.252 0.111
C 5.5796 0.1138 -0.1925 -1.873 1.584 1.363 1.427
F 6.8272 -0.4733 -0.6923 -0.225 -0.287 -0.180 -0.438
C 5.1708 -0.4436 1.2848 0.313 0.552 -0.432 0.654
C 6.4629 -0.7988 2.1733 -0.435 0.452 0.279 -1.177
C 1.2011 2.7556 -1.9138 -0.206 0.973 -0.574 -0.574
O 0.7411 3.4430 -2.8525 1.376 -2.625 3.320 -0.477
H 1.2306 7.3775 4.0966 -0.080 -1.667 -0.780 0.367
H 0.6547 6.5518 2.5550 0.943 -0.616 1.576 0.213
H 2.2483 6.0021 3.4016 -1.549 0.345 0.192 0.050
H -0.7835 5.6806 4.4223 1.635 -0.439 0.120 0.113
H 0.6318 5.5327 5.5998 -0.356 -0.236 -1.506 0.403
H -0.3232 3.3977 4.5478 0.689 0.349 -0.510 0.392
H -1.6015 1.5494 -0.6115 -0.616 1.430 -0.379 0.382
H -1.9214 2.4318 -2.2254 -0.300 -0.063 1.871 0.111
H -3.8073 3.0293 0.2326 -0.024 -0.939 -1.176 0.086
H -4.1198 3.3149 -1.5644 0.573 -1.405 1.120 0.298
H -2.9945 -0.0785 -0.2060 -1.429 0.721 0.796 0.106
H -3.8075 0.9801 1.0964 -0.340 -0.572 -1.499 -0.067
H -4.5561 -1.7423 0.0442 -1.234 1.269 0.422 0.300
H -5.9498 -0.5150 -0.4120 1.129 -0.651 1.123 0.219
H -5.4258 -0.7398 1.4053 0.274 -0.365 -1.856 0.209
H 2.2554 1.5860 4.1701 0.831 0.537 0.381 0.242
H 3.2133 2.5231 5.2015 0.281 -0.601 -0.511 0.227
H 4.4206 4.6960 2.9790 0.665 -0.793 -0.567 0.286
H -0.4075 -0.6043 -4.5735 0.562 0.235 0.787 0.065
H -0.6510 1.3125 -3.3276 0.740 -1.150 -0.093 -0.396
H 3.1794 -2.9024 -4.3779 -1.357 1.552 0.618 0.114
H 3.3217 -1.7948 -6.4112 -1.451 0.419 1.194 0.328
H 2.4218 -0.3129 -5.8166 -0.381 -1.678 -0.094 0.276
H 1.2185 -3.1241 -6.9319 -0.337 1.827 0.716 0.332
H 0.0993 -1.7158 -6.2853 1.503 -0.578 -0.484 0.219
H 1.1951 -1.4772 -7.7382 -0.138 -0.738 1.655 0.323
H 6.0911 -2.0687 -2.4527 -1.896 -0.147 0.464 0.278
H 4.7110 -3.0954 -3.0772 0.107 1.402 0.851 0.218
H 3.8658 -2.5558 -0.3260 1.756 -0.463 -0.193 0.045
H 4.8120 -5.1164 -1.9384 -0.970 0.639 1.071 0.334
H 4.3320 -5.1904 -0.1219 -0.150 0.911 -1.660 0.344
H 3.0859 -4.5269 -1.3318 1.641 -0.442 -0.087 0.286
H 6.7324 -3.2269 -0.6344 -1.079 -0.020 0.208 0.326
H 5.8519 1.2276 0.0010 -0.011 -1.658 -0.539 -0.823
H 4.6740 0.4692 1.8001 0.777 -1.357 -0.973 -0.128
H 4.3667 -1.2587 1.2512 1.593 1.183 0.079 0.073
H 6.8687 -1.8473 1.9783 -0.687 1.382 0.241 0.220
H 6.1283 -0.6961 3.2772 0.762 -0.329 -1.759 0.350
H 7.2996 -0.0216 2.0025 -1.395 -1.082 0.263 0.243
N -7.5097 -4.4995 0.9602 -0.020 0.036 -0.006 0.056
C -7.4762 -3.6289 -0.0962 0.047 0.007 -0.091 -0.657
C -8.6555 -2.9246 -0.1029 0.238 0.028 -0.122 -0.298
C -9.4271 -3.3830 0.9938 -0.045 -0.132 0.228 -0.381
C -8.6939 -4.3526 1.6334 -0.072 -0.051 0.060 -0.587
H -6.7772 -5.1469 1.2049 -0.113 0.123 -0.056 0.200
H -6.6190 -3.5871 -0.7512 -0.114 -0.003 0.032 0.451
H -8.9318 -2.1629 -0.8173 0.031 -0.093 0.050 0.429
H -10.4099 -3.0412 1.2835 0.095 -0.057 -0.026 0.414
H -8.9121 -4.9498 2.5060 -0.010 0.074 -0.086 0.387
C -5.7605 2.5210 3.4844 -0.621 -1.528 0.074 0.199
Cl -5.3212 4.2417 3.2784 0.438 0.628 0.052 -0.117
Cl -6.6714 2.3247 4.9941 0.279 0.235 -0.395 -0.050
Cl -6.7591 2.0002 2.1137 0.342 0.297 0.298 -0.058
Cl -4.2832 1.5450 3.5514 -0.416 0.577 0.161 -0.017
Cl 6.6138 3.0884 0.5353 4.034 -0.829 1.282 -0.517
C -8.2908 -7.9918 -0.4735 -0.223 0.116 0.162 0.037
Cl -6.5574 -8.2106 -0.7496 0.064 0.079 0.124 -0.164
Cl -9.2342 -8.5479 -1.8602 -0.044 0.040 0.090 -0.150
H -8.5837 -8.5638 0.4059 0.100 -0.018 -0.210 0.274
H -8.4924 -6.9336 -0.3098 0.074 -0.129 -0.144 -0.007
O 2.9138 -2.3495 2.4194 -0.034 -0.362 0.129 -0.646
H 3.3548 -2.3709 3.2783 -0.066 0.079 -0.100 0.330
H 3.1428 -3.1979 2.0183 -0.079 0.080 0.081 0.308
Li 9.0699 -0.9165 -0.8608 -1.004 0.579 0.272 0.955
Li -5.7984 6.5722 2.6667 -0.015 -0.222 -0.059 0.971


(3)
24
Properties=species:S:1:pos:R:3:forces:R:3:nbo_charge:R:1 method="wB97M-V/def2-TZVPD" orbital_gap_ev="7.113 / 7.032" lumo_ev="-1.964 / -2.040" relative_energy_kj_mol=272.0 homo_energy_ev="-9.077 / -9.072" total_energy_ev=-39218.6398
C 1.6514 -1.8386 -0.2783 -1.103 -1.233 -0.914 0.102
C 2.3713 -1.0094 0.6369 1.089 0.471 -1.069 0.030
C 1.3136 -0.0033 -1.5011 0.750 2.420 3.863 -0.247
C -2.2779 0.6790 -1.2555 -2.223 0.712 3.887 -0.639
C -2.7457 0.1792 1.2714 1.645 2.606 -1.786 -0.628
C -1.8908 0.0109 0.0433 2.388 0.966 -0.308 -0.310
N 1.1972 -1.2988 -1.3691 -0.966 -2.818 -0.108 -0.444
N 2.8588 -1.5075 1.6475 0.856 -0.740 2.010 -0.560
O 3.9662 0.4197 -1.0656 1.007 -0.439 -0.349 -0.896
O 2.4314 1.8166 0.3367 0.711 -2.517 -1.309 -0.891
O -0.4494 2.2216 0.4474 0.437 1.447 0.252 -0.886
O 0.4123 0.0129 1.4169 -0.481 1.140 -0.613 -0.914
S 2.7327 0.5474 -0.3742 -2.347 2.546 1.216 2.003
S -0.1791 0.8314 0.3386 -0.563 -3.307 0.091 1.881
H 1.5161 -2.9456 -0.0693 0.306 1.527 -0.348 0.228
H 1.0177 0.5444 -2.3362 -0.284 0.774 -1.342 0.228
H -1.7094 1.5329 -1.3643 0.992 1.815 -0.794 0.230
H -2.2801 0.0673 -2.0230 0.710 -3.027 -3.938 0.220
H -3.3144 0.9789 -1.2123 -0.449 0.432 0.275 0.217
H -3.7053 -0.0039 0.8487 -1.227 0.191 0.645 0.226
H -2.4626 1.2201 1.5512 -1.470 -0.440 0.425 0.231
H -2.4063 -0.4783 1.9978 0.133 -1.257 1.499 0.227
H -1.5244 -0.9705 0.0349 0.114 -1.723 -0.914 0.215
H 3.4769 -1.0063 2.2777 -0.026 0.457 -0.371 0.376


(4)
12
Properties=species:S:1:pos:R:3:forces:R:3:nbo_charge:R:1 method="wB97M-V/def2-TZVPD" spin_multiplicity=6 orbital_gap_ev="5.713 / 7.306" lumo_ev="-12.836 / -12.186" total_charge=+2 relative_energy_kj_mol=532.3 homo_energy_ev="-18.549 / -19.492" total_energy_ev=-11886.0675
H 0.8624 -0.5359 -1.2582 0.580 -1.112 -0.753 0.362
C 1.2701 -0.2397 -0.2654 0.602 0.649 0.068 -0.419
C 0.2961 -0.7617 0.7248 -2.021 0.545 -0.539 0.200
O -1.1095 -0.7685 0.2991 2.304 -2.038 0.374 -0.435
C -1.6890 0.3780 0.2694 -1.028 0.639 -0.470 0.412
O -2.8790 0.2715 -0.2376 1.648 -0.002 0.481 -0.540
Ru -0.0953 1.7744 0.8317 -0.672 1.866 0.357 1.388
O 1.2948 1.1674 -0.3791 0.190 -0.090 0.016 -0.693
H 2.2445 -0.4791 0.2120 0.659 -0.891 -0.580 0.354
H 2.5051 -0.8538 -1.4436 -1.489 0.515 1.230 0.556
H 0.5190 -1.0907 1.7397 -0.186 -0.423 -0.359 0.274
H -3.2192 1.1383 -0.4928 -0.588 0.342 0.175 0.543


Please write out number 1 again, unchanged.
19
Properties=species:S:1:pos:R:3:forces:R:3:nbo_charge:R:1 method="wB97M-V/def2-TZVPD" orbital_gap_ev=7.917 smiles="C[Si](C)=C[C@H]1C[C@@H]1Cl" lumo_ev=0.115 relative_energy_kj_mol=312.4 homo_energy_ev=-7.802 total_energy_ev=-26797.2162
C -1.4247 0.2701 2.9187 1.582 -1.335 -0.925 -1.054
Si -0.1864 0.3798 1.3119 -1.015 -0.415 -0.472 1.391
C -0.4560 2.1909 0.5747 1.510 0.875 0.695 -1.116
C 0.4863 -1.0152 0.3014 -1.162 3.538 1.536 -0.833
C 1.1642 -0.7228 -1.0037 -1.283 -0.947 0.626 -0.288
C 1.3231 -1.7895 -2.0516 0.420 0.274 -1.304 -0.420
C 0.3147 -0.6726 -2.2153 0.037 -0.245 -0.935 -0.199
Cl 0.3563 0.5643 -3.5091 0.623 -0.163 0.300 -0.071
H -2.2590 -0.1921 2.4528 -1.188 -0.255 -0.645 0.234
H -1.1572 -0.5111 3.6296 0.556 -0.011 0.026 0.237
H -1.8107 1.0770 3.5209 0.445 0.850 -0.374 0.246
H 0.4557 2.4746 0.0037 -0.567 -0.484 -0.227 0.245
H -1.3395 2.3768 -0.0747 0.535 -0.486 0.522 0.256
H -0.3938 3.0430 1.3499 -0.567 -1.626 -0.646 0.246
H 0.3757 -2.0364 0.5802 0.092 -0.558 0.473 0.226
H 1.9973 -0.0979 -1.0348 1.150 1.191 0.285 0.228
H 2.2430 -1.6197 -2.6366 -0.563 -0.313 0.237 0.224
H 1.0364 -2.8470 -1.9966 -0.156 0.630 0.315 0.226
H -0.7254 -0.8721 -2.1212 -0.448 -0.520 0.514 0.224